1.
{"formula": "C5H12NO2P", "method": "ωB97M-V with the def2-TZVPD basis set", "species": ["C", "C", "C", "C", "C", "N", "O", "O", "P", "H", "H", "H", "H", "H", "H", "H", "H", "H", "H", "H", "H"], "positions_angstrom": [[-0.125426, 0.380949, 2.679502], [-0.580773, -0.870289, 1.918996], [-0.872314, 0.188207, -0.172616], [0.776609, -1.554341, -0.090234], [1.002231, 1.546205, -2.038951], [-0.259357, -0.688583, 0.495563], [-1.759715, 1.002851, -2.494974], [-0.149864, -0.983773, -2.604014], [-0.354845, 0.306408, -1.899365], [-0.774236, 0.862637, 3.453738], [0.761981, 0.260420, 3.174252], [-0.139029, -1.789890, 2.275759], [-1.644100, -0.765026, 1.880073], [0.061749, 1.167060, 1.938739], [1.742001, -1.482399, 0.336551], [0.371547, -2.550303, 0.139847], [0.801390, -1.507660, -1.182710], [1.377007, 1.579081, -3.142615], [0.358321, 2.431718, -1.809311], [1.768236, 1.349914, -1.205084], [-2.361415, 1.116812, -1.653146]], "forces_ev_per_angstrom": [[-1.276, 1.378, -0.483], [-0.202, 1.678, 0.001], [-0.754, 1.457, -0.667], [-1.223, -1.971, 0.361], [-0.806, -0.152, -0.234], [1.882, -0.586, -0.404], [0.090, 0.099, 2.873], [0.181, 0.344, -0.571], [-1.844, 0.170, -1.606], [-0.132, -0.949, -0.829], [2.512, -0.626, 1.215], [-0.362, -0.224, 0.165], [-0.801, -0.989, 0.503], [-0.240, -0.075, 0.169], [0.895, 0.461, 0.811], [0.573, -0.163, -0.136], [0.089, 0.125, 0.585], [-0.447, -0.083, 2.248], [1.178, -0.086, -0.168], [-0.951, 0.397, -1.577], [1.639, -0.204, -2.254]], "e_homo_ev": -8.43, "homo_lumo_gap_ev": 8.9, "spin_multiplicity": 1, "de_lowest_kcal_mol": 50.3}

2.
{"formula": "H19O10", "method": "ωB97M-V with the def2-TZVPD basis set", "species": ["O", "H", "H", "O", "H", "H", "O", "H", "H", "O", "H", "H", "O", "H", "H", "O", "H", "H", "O", "H", "H", "O", "H", "H", "O", "H", "O", "H", "H"], "positions_angstrom": [[0.256152, 0.626090, -4.133815], [3.237257, 2.017160, 1.708978], [-0.170696, 0.008711, -3.485499], [-1.676267, -0.689083, -2.956820], [-2.495488, -0.203226, -2.842146], [0.304671, 0.811953, 0.447719], [2.784069, -2.188421, -2.693454], [-1.201128, -0.931479, -2.148752], [3.275408, -1.398449, -2.373614], [0.489846, 0.411019, -0.831068], [-3.025059, -0.075759, 1.970101], [1.066731, 0.116102, -4.296157], [-2.752033, -0.987241, 1.863574], [1.369940, -2.202232, -0.245596], [0.761302, -0.933209, -0.846683], [-2.737526, 2.069992, 1.498230], [-3.162519, 2.739250, 0.963994], [-1.838130, 1.895407, 1.199436], [0.515919, -1.180785, 3.620094], [-0.404520, -1.258253, 3.350221], [1.811346, 2.262164, 2.239667], [2.563222, 1.663248, 2.302447], [-0.212942, 0.640339, 2.052959], [-3.216424, -1.580979, 2.459413], [0.620846, -1.997279, -0.818936], [1.958166, -1.919382, -2.221070], [0.251276, 1.263495, 1.487792], [0.864477, 1.279405, -1.004089], [0.762093, -0.258551, 3.733087]], "forces_ev_per_angstrom": [[0.747, -1.093, 0.365], [-0.176, -0.055, 0.152], [-0.252, 1.150, -0.709], [0.066, -0.837, -0.654], [0.387, -0.032, 0.779], [-0.007, -0.153, 0.865], [0.006, 1.829, 0.878], [-0.708, 0.397, 0.529], [0.293, -0.825, -0.641], [-0.338, 1.176, 0.516], [-0.366, 0.367, 0.224], [-0.070, 0.500, -0.208], [0.610, -0.689, -0.237], [-0.265, -0.496, 0.125], [-0.726, -0.935, -0.019], [-0.683, -0.425, 0.708], [0.320, 0.018, -0.302], [0.662, 0.213, -0.282], [0.200, -0.567, 0.394], [0.051, 0.417, -0.145], [-0.328, -0.480, -0.377], [1.366, 0.420, 0.461], [0.079, -0.184, -0.231], [-0.195, 0.480, 0.056], [1.010, 0.938, -0.168], [-0.349, -1.140, -0.264], [-1.395, 0.209, -0.800], [0.285, -0.286, -0.702], [-0.225, 0.081, -0.312]], "e_homo_ev": -5.88, "homo_lumo_gap_ev": 8.8, "charge": -1, "spin_multiplicity": 1, "de_lowest_kcal_mol": 41.3}

3.
{"formula": "H16O8", "method": "ωB97M-V with the def2-TZVPD basis set", "species": ["O", "H", "H", "O", "H", "H", "O", "H", "H", "O", "H", "H", "O", "H", "H", "O", "H", "H", "O", "H", "H", "O", "H", "H"], "positions_angstrom": [[-0.500508, -2.841113, 1.782558], [-0.645590, -2.067416, 1.226175], [-0.402215, -2.501532, 2.673921], [-2.434558, 2.292198, -0.618507], [-1.588788, 1.831887, -0.668803], [-2.597356, 2.589813, -1.517700], [-0.197360, -0.761077, -3.556081], [-0.052789, -1.246002, -2.735114], [0.661445, -0.755736, -3.987770], [0.251479, -0.730569, -0.504371], [0.579506, -0.452830, 0.358613], [0.274928, 0.080133, -1.040102], [-0.400811, -3.333755, -1.469773], [-1.158818, -3.822812, -1.138531], [-0.372664, -2.521520, -0.946255], [0.831948, 0.014046, 2.453958], [0.517958, -0.552755, 3.163956], [1.781119, -0.156834, 2.409943], [0.680085, 2.041465, -0.913647], [1.082429, 2.285108, -0.067682], [1.223840, 2.472343, -1.579795], [0.863939, 2.904687, 1.887783], [0.754678, 3.285041, 2.762719], [0.848101, 1.947231, 2.024507]], "forces_ev_per_angstrom": [[0.030, -0.052, -0.057], [-0.027, 0.028, 0.004], [-0.134, -0.065, 0.057], [-0.062, -0.092, 0.046], [0.054, 0.171, -0.025], [-0.001, -0.016, -0.017], [0.081, 0.264, 0.103], [-0.088, -0.294, -0.135], [-0.004, -0.061, -0.029], [-0.056, 0.025, 0.013], [-0.018, -0.012, 0.026], [0.003, -0.001, 0.167], [-0.047, 0.047, -0.043], [0.002, -0.023, -0.010], [0.137, -0.043, -0.022], [0.340, 0.048, -0.211], [-0.087, 0.094, 0.067], [0.002, -0.068, 0.059], [0.219, -0.150, 0.010], [-0.241, 0.324, -0.040], [-0.071, -0.007, -0.070], [0.226, -0.230, -0.223], [-0.016, 0.059, -0.020], [-0.242, 0.054, 0.351]], "smiles": "O.O.O.O.O.O.O.O", "e_homo_ev": -10.79, "homo_lumo_gap_ev": 10.5, "spin_multiplicity": 1, "de_lowest_kcal_mol": 46.9}

4.
{"formula": "C5H8O2", "method": "ωB97M-V with the def2-TZVPD basis set", "species": ["C", "C", "C", "C", "O", "C", "O", "H", "H", "H", "H", "H", "H", "H", "H"], "positions_angstrom": [[-1.617577, 0.656101, -0.936222], [-0.467549, -0.075571, -0.326967], [0.687155, -0.818459, -0.927899], [0.894544, 0.090148, 0.286722], [1.763949, 1.163936, 0.237225], [0.293985, -0.450555, 1.558179], [-0.890673, -0.826527, 0.839360], [-2.286122, -0.107598, -1.355575], [-1.339096, 1.349828, -1.731744], [-2.155302, 1.184499, -0.141696], [0.605513, -1.902898, -1.012306], [1.208216, -0.366627, -1.770819], [2.428417, 1.029122, 0.926664], [0.793708, -1.278281, 2.071949], [0.080832, 0.352882, 2.283131]], "forces_ev_per_angstrom": [[0.086, 0.024, -0.031], [-0.178, 0.035, -0.206], [-0.027, -0.022, -0.077], [-0.157, 0.010, 0.042], [0.143, 0.015, 0.174], [0.285, -0.105, 0.160], [-0.139, -0.193, 0.084], [0.036, 0.231, 0.038], [0.085, -0.089, 0.113], [0.067, 0.014, -0.238], [0.371, 0.099, 0.577], [-0.433, 0.139, -0.014], [-0.034, 0.065, -0.258], [-0.117, -0.056, -0.133], [0.014, -0.168, -0.230]], "smiles": "C[C@@]12C[C@]1(O)CO2", "e_homo_ev": -9.23, "homo_lumo_gap_ev": 10.0, "spin_multiplicity": 1, "de_lowest_kcal_mol": 63.3}

What did the third record say?
{"formula": "H16O8", "method": "ωB97M-V with the def2-TZVPD basis set", "species": ["O", "H", "H", "O", "H", "H", "O", "H", "H", "O", "H", "H", "O", "H", "H", "O", "H", "H", "O", "H", "H", "O", "H", "H"], "positions_angstrom": [[-0.500508, -2.841113, 1.782558], [-0.645590, -2.067416, 1.226175], [-0.402215, -2.501532, 2.673921], [-2.434558, 2.292198, -0.618507], [-1.588788, 1.831887, -0.668803], [-2.597356, 2.589813, -1.517700], [-0.197360, -0.761077, -3.556081], [-0.052789, -1.246002, -2.735114], [0.661445, -0.755736, -3.987770], [0.251479, -0.730569, -0.504371], [0.579506, -0.452830, 0.358613], [0.274928, 0.080133, -1.040102], [-0.400811, -3.333755, -1.469773], [-1.158818, -3.822812, -1.138531], [-0.372664, -2.521520, -0.946255], [0.831948, 0.014046, 2.453958], [0.517958, -0.552755, 3.163956], [1.781119, -0.156834, 2.409943], [0.680085, 2.041465, -0.913647], [1.082429, 2.285108, -0.067682], [1.223840, 2.472343, -1.579795], [0.863939, 2.904687, 1.887783], [0.754678, 3.285041, 2.762719], [0.848101, 1.947231, 2.024507]], "forces_ev_per_angstrom": [[0.030, -0.052, -0.057], [-0.027, 0.028, 0.004], [-0.134, -0.065, 0.057], [-0.062, -0.092, 0.046], [0.054, 0.171, -0.025], [-0.001, -0.016, -0.017], [0.081, 0.264, 0.103], [-0.088, -0.294, -0.135], [-0.004, -0.061, -0.029], [-0.056, 0.025, 0.013], [-0.018, -0.012, 0.026], [0.003, -0.001, 0.167], [-0.047, 0.047, -0.043], [0.002, -0.023, -0.010], [0.137, -0.043, -0.022], [0.340, 0.048, -0.211], [-0.087, 0.094, 0.067], [0.002, -0.068, 0.059], [0.219, -0.150, 0.010], [-0.241, 0.324, -0.040], [-0.071, -0.007, -0.070], [0.226, -0.230, -0.223], [-0.016, 0.059, -0.020], [-0.242, 0.054, 0.351]], "smiles": "O.O.O.O.O.O.O.O", "e_homo_ev": -10.79, "homo_lumo_gap_ev": 10.5, "spin_multiplicity": 1, "de_lowest_kcal_mol": 46.9}